(1)
Here is a molecular structure, C41H55N2O3SSr in a non-equilibrium geometry from the OMol25 dataset. Energies are from ωB97M-V/def2-TZVPD.

The geometry in XYZ format:
```
103
Properties=species:S:1:pos:R:3
Sr 0.16960 0.16562 -0.45060
C 5.43393 0.92030 -0.06792
O 4.96289 1.10815 1.25396
C 4.11304 2.14370 1.46440
C 4.12802 3.30217 0.70780
C 3.30384 4.38028 1.01568
C 2.46263 4.29824 2.10767
C 2.42759 3.12827 2.85268
C 3.21445 2.02116 2.53983
N 3.10663 0.90647 3.35522
C 3.40444 -0.44028 3.19771
C 3.52466 -1.23823 2.04274
C 4.09413 -2.52426 2.20811
C 4.30661 -3.39392 1.15525
C 3.95276 -2.99462 -0.13304
C 3.35569 -1.75878 -0.33820
C 3.07207 -0.86510 0.71817
O 2.41256 0.22567 0.50643
H 5.81856 -0.09646 -0.10979
H 6.23373 1.62781 -0.31106
H 4.61520 1.02454 -0.78482
H 4.79940 3.36430 -0.13780
H 3.32725 5.26910 0.39896
H 1.81560 5.12624 2.37265
H 1.76004 3.04703 3.70415
H 2.61273 1.11229 4.20911
H 3.60740 -0.92841 4.14555
H 4.39705 -2.82217 3.20801
H 4.74452 -4.36777 1.33682
H 4.13802 -3.64503 -0.98071
H 3.07333 -1.44833 -1.34055
O -0.28151 2.24947 0.77935
S -0.57726 2.01256 2.23600
C -0.93963 3.66652 2.91196
C -2.43718 3.74097 3.21380
C -3.11372 2.82715 2.19388
C -2.33117 1.52731 2.26301
H -0.65084 4.31496 2.08294
H -0.29124 3.87614 3.75890
H -2.78293 4.77415 3.16521
H -2.63779 3.36946 4.22209
H -3.02666 3.24954 1.19052
H -4.17203 2.66318 2.39845
H -2.46838 0.83548 1.42429
H -2.49363 0.99227 3.20348
C 0.53676 3.44348 -3.90243
C 1.43198 2.36782 -3.27334
C 2.49805 1.95984 -4.30333
C 2.14262 2.96692 -2.05551
C 0.62025 1.15728 -2.85781
H 1.11034 4.33713 -4.18163
H -0.24612 3.75265 -3.20436
H 0.04408 3.05847 -4.79956
H 3.12087 2.81377 -4.60081
H 2.02955 1.54989 -5.20226
H 3.15464 1.18906 -3.89211
H 2.79672 3.80788 -2.32305
H 2.74924 2.21041 -1.55016
H 1.41938 3.32952 -1.31854
H -0.01326 0.87599 -3.72063
C -5.52676 -2.79260 -3.47509
C -4.74774 -1.61992 -2.93549
C -4.97525 -0.34150 -3.42202
C -4.22691 0.73058 -2.92086
C -4.41945 2.11632 -3.48120
C -3.28566 0.50776 -1.94320
C -3.00041 -0.78610 -1.42688
C -3.78475 -1.84135 -1.95515
N -2.00843 -0.86051 -0.50336
C -1.61671 -2.09867 0.18830
C -0.44421 -1.82268 1.26612
C -0.11342 -3.07495 2.07527
C -1.34827 -3.59268 2.80286
C -2.43028 -3.92202 1.78363
C -1.91577 -4.98241 0.80387
C -0.67085 -4.45338 0.07850
C 0.40961 -4.13655 1.10922
C -1.03409 -3.19999 -0.72967
C -2.79384 -2.66256 1.00226
H -6.27035 -2.47109 -4.20559
H -6.04823 -3.32410 -2.67515
H -4.86578 -3.51194 -3.96475
H -5.71861 -0.17293 -4.19453
H -5.35015 2.18840 -4.04646
H -3.59752 2.38021 -4.15098
H -4.44151 2.86782 -2.68950
H -2.69074 1.33880 -1.57257
H -3.63699 -2.85991 -1.62904
H -0.74847 -1.00358 1.94529
H 0.53028 -1.53554 0.83005
H 0.67175 -2.81824 2.79309
H -1.71901 -2.83635 3.50474
H -1.08870 -4.48092 3.38976
H -3.31887 -4.29472 2.30499
H -2.69880 -5.23129 0.07967
H -1.66535 -5.90218 1.34393
H -0.29736 -5.21805 -0.61047
H 1.31829 -3.77275 0.61974
H 0.68118 -5.04309 1.66103
H -1.76918 -3.45601 -1.49266
H -0.15416 -2.81984 -1.26389
H -3.15022 -1.87488 1.67655
H -3.61782 -2.88183 0.32490
```

Values from the calculation:
Lowest unoccupied orbital energy (alpha / beta), Ha: 0.069 / 0.069
ΔE to the lowest compared entry with this formula, charge and spin, eV: 0.780
Charge: -1


(2)
Here is a molecular structure, C41H56GeN8O2PSTi in a non-equilibrium geometry from the OMol25 dataset. Energies are from ωB97M-V/def2-TZVPD.

The geometry in XYZ format:
```
111
Properties=species:S:1:pos:R:3
Ti 0.07794 -0.20222 -0.62118
C 1.26705 -3.35722 -0.35139
N 1.80655 -2.10744 -0.89200
C 3.04949 -1.85266 -0.14516
C 2.15875 -2.32579 -2.31022
C 1.00946 -2.02054 -3.24313
N 0.78098 -0.57970 -3.28599
C 1.83949 0.08987 -4.04748
C -0.48253 -0.27484 -3.95216
H 2.02127 -4.15385 -0.40695
H 0.37917 -3.67270 -0.89508
H 1.01729 -3.18908 0.69147
H 3.75244 -2.68578 -0.28101
H 2.81733 -1.73088 0.90784
H 3.51012 -0.93225 -0.49602
H 2.51495 -3.35590 -2.44337
H 3.00133 -1.67717 -2.54335
H 0.09472 -2.49704 -2.88419
H 1.22109 -2.42216 -4.24741
H 1.82331 -0.24673 -5.09524
H 2.82622 -0.11509 -3.64105
H 1.68467 1.16276 -4.01079
H -0.62808 0.80522 -3.95904
H -1.29880 -0.73952 -3.41030
H -0.48693 -0.63970 -4.99158
N 7.02203 3.37515 -3.73326
C 5.82453 3.17212 -3.05833
C 4.93310 4.22789 -2.85991
C 3.72362 4.01859 -2.22349
C 3.37867 2.74763 -1.78866
C 4.25773 1.69344 -1.98053
C 5.47177 1.89821 -2.60740
S 1.79683 2.48948 -1.05291
O 0.91004 1.98374 -2.08627
O 1.40896 3.73777 -0.43992
N 1.88432 1.24678 -0.05396
C 2.66979 1.31971 1.07572
N 2.50969 0.31473 1.94849
C 3.24018 0.35856 3.05158
C 4.13716 1.38364 3.31444
C 4.23204 2.36458 2.34482
N 3.51372 2.34978 1.22822
H 7.36758 4.32049 -3.73618
H 7.74514 2.69882 -3.55195
H 5.19601 5.22155 -3.20304
H 3.04645 4.84360 -2.04766
H 3.99065 0.70779 -1.62344
H 6.15667 1.07010 -2.74821
H 3.09265 -0.45474 3.75514
H 4.72446 1.41131 4.22026
H 4.91299 3.20149 2.46433
N -0.05190 1.84977 2.63800
C 0.06900 0.79362 3.55708
C 0.70036 1.04121 4.77502
C 0.82830 0.04692 5.72960
C 0.32093 -1.21637 5.46944
C -0.33224 -1.45064 4.26527
C -0.49320 -0.46958 3.28670
P -1.25277 -0.82385 1.57723
C -2.75324 0.27352 1.76314
C -3.06599 0.89920 2.96975
C -4.23614 1.63275 3.12128
C -5.13759 1.74738 2.07511
C -4.85036 1.11990 0.87063
C -3.67571 0.39652 0.72694
C -2.04492 -2.44032 2.03109
C -3.32459 -2.45987 2.58466
C -3.93710 -3.65125 2.95357
C -3.28866 -4.86139 2.77900
C -2.01023 -4.86081 2.23984
C -1.40356 -3.66823 1.87841
H 0.65853 2.55692 2.77941
H -0.00332 1.52931 1.67597
H 1.10621 2.03041 4.96218
H 1.32878 0.26033 6.66624
H 0.40516 -2.00965 6.20107
H -0.75144 -2.43498 4.10492
H -2.40424 0.80744 3.81813
H -4.44124 2.10497 4.07394
H -6.05537 2.30874 2.19921
H -5.54157 1.18137 0.03809
H -3.46690 -0.06947 -0.22108
H -3.87637 -1.54470 2.73725
H -4.93506 -3.62114 3.37278
H -3.76764 -5.79027 3.06044
H -1.47331 -5.79155 2.10391
H -0.40266 -3.72019 1.48522
C -2.30666 4.75771 -1.04871
C -1.94029 3.92256 0.17619
C -1.48682 2.58898 -0.18227
N -1.11455 1.53591 -0.42794
H -2.54593 5.77277 -0.73600
H -3.17417 4.34100 -1.55915
H -1.47317 4.79754 -1.74801
H -2.78244 3.78529 0.85949
H -1.11967 4.37255 0.73885
C -3.90567 -0.30013 -2.76364
Ge -3.09703 -1.82480 -1.79570
C -2.62544 -3.21232 -3.11706
C -4.58560 -2.61653 -0.78285
C -1.55055 -1.38685 -0.73675
H -4.38255 -0.66696 -3.67538
H -3.18050 0.46538 -3.04146
H -4.68222 0.17028 -2.15712
H -3.54470 -3.62959 -3.53434
H -2.08132 -4.02498 -2.63006
H -2.02192 -2.83673 -3.94340
H -5.34147 -2.96169 -1.49345
H -5.05144 -1.89558 -0.10955
H -4.25326 -3.46904 -0.18915
H -1.09666 -2.36256 -0.50506
```

Values from the calculation:
Lowest unoccupied orbital energy (alpha / beta), Ha: 0.018 / 0.018
Spin multiplicity: 2
ΔE to the lowest compared entry with this formula, charge and spin, eV: 0.961
Charge: 0
Expectation value of S²: 0.79